No. 1
The following is a DFT calculation (wB97M-V/def2-TZVPD) of 9 unconnected molecules or ions with the total composition H18O9.

Structure (XYZ):
```
27
Properties=species:S:1:pos:R:3:forces:R:3
O 0.056 0.223 -1.160 -0.498 -0.030 -0.370
H 0.581 1.007 -0.965 -0.121 -0.196 0.057
H 0.531 -0.492 -0.722 0.176 0.413 0.126
O -2.698 0.002 0.015 -0.142 0.121 0.748
H -3.399 -0.552 -0.346 0.261 0.419 -0.209
H -1.924 -0.224 -0.513 0.234 0.295 -0.097
O -0.234 -1.312 1.990 0.061 -0.328 0.155
H 0.062 -1.810 2.761 -0.002 0.013 -0.049
H -1.193 -1.287 2.082 -0.020 0.110 -0.263
O -0.602 1.652 2.191 -0.056 0.322 0.052
H -0.941 2.360 1.632 0.002 -0.129 0.110
H -1.392 1.182 2.480 0.095 -0.028 -0.190
O 4.810 1.992 -1.039 -0.030 -0.213 0.250
H 4.789 2.262 -0.114 0.020 0.111 -0.082
H 5.517 1.338 -1.077 -0.016 0.064 -0.096
O 2.261 -0.727 0.053 0.634 0.020 0.385
H 2.962 -0.068 0.118 -0.103 0.115 -0.214
H 2.404 -1.297 0.817 -0.025 0.013 0.024
O 1.592 -3.349 -0.450 -0.170 -0.182 -0.041
H 1.966 -3.186 -1.324 0.009 0.038 0.124
H 1.202 -2.504 -0.200 -0.041 -0.226 -0.096
O -2.448 3.825 -0.988 0.177 0.129 0.226
H -2.036 3.141 -0.448 -0.162 -0.174 -0.181
H -2.182 4.650 -0.564 -0.068 -0.016 -0.102
O -3.436 -2.004 -1.610 -0.191 -0.466 -0.083
H -3.640 -2.393 -0.752 -0.020 -0.266 -0.127
H -2.610 -2.428 -1.869 -0.006 0.070 -0.057
```
Forces are in eV/Å.

Properties
2S+1: 1
strongest force on any atom: 0.77 eV/A
molar mass: 162.1 g/mol
E_tot: -18719.2536 eV
SMILES string: O.O.O.O.O.O.O.O.O
lowest unoccupied orbital energy: 0.00417 Ha
orbital gap: 10.921 eV

---

No. 2
The following is a DFT calculation (wB97M-V/def2-TZVPD) of a molecular structure, C4H5NO at a distorted geometry.

Structure (XYZ):
```
11
Properties=species:S:1:pos:R:3:forces:R:3
C 1.990 0.057 -0.583 0.145 0.346 1.568
C 1.941 0.081 0.705 0.225 0.179 -1.571
C -0.642 0.425 -0.091 3.497 -1.422 0.251
C -1.863 -0.390 -0.018 -0.436 -0.029 0.016
N 0.911 -0.704 0.037 -3.151 0.906 -0.216
O -0.395 1.575 -0.207 -0.570 -0.213 -0.013
H 2.343 0.334 -1.541 0.203 0.045 -0.490
H 2.230 0.370 1.681 0.158 0.112 0.497
H -2.491 -0.196 -0.886 -0.072 0.045 -0.050
H -2.422 -0.107 0.875 -0.034 0.011 0.006
H -1.601 -1.443 0.029 0.034 0.020 0.002
```
Forces are in eV/Å.

Properties
2S+1: 1
strongest force on any atom: 3.78 eV/A
molar mass: 83.1 g/mol
E_tot: -7761.8284 eV
lowest unoccupied orbital energy: 0.03784 Ha
orbital gap: 8.366 eV

---

No. 3
The following is a DFT calculation (wB97M-V/def2-TZVPD) of 2 unconnected molecules or ions with the total composition C5H12O3 at a distorted geometry.

Structure (XYZ):
```
20
Properties=species:S:1:pos:R:3:forces:R:3
C -1.706 -0.288 1.340 0.612 -0.282 1.448
C -1.662 -0.768 -0.113 -1.224 0.440 0.366
C -0.482 -1.649 -0.482 -0.404 -0.841 -0.484
C 0.867 -0.877 -0.468 -0.701 -2.123 1.055
C 0.724 0.478 -1.035 -0.022 0.879 -0.168
O 0.874 1.508 -0.417 0.034 -0.218 -0.018
O 0.303 0.483 -2.318 0.199 -0.193 -0.029
H -0.871 -0.603 1.981 0.316 -0.125 -0.547
H -2.531 -0.707 1.925 -0.282 0.188 -0.450
H -1.700 0.786 1.488 -0.260 0.236 -0.300
H -1.766 0.101 -0.761 0.565 0.115 -0.174
H -2.655 -1.201 -0.271 0.403 -0.762 -0.262
H -0.642 -2.210 -1.407 -0.065 0.814 -0.577
H -0.439 -2.541 0.161 0.283 0.605 0.613
H 1.127 -0.874 0.589 0.287 0.826 -0.023
H 1.611 -1.542 -0.906 0.138 0.482 -0.546
H 0.177 1.402 -2.605 0.097 -0.100 0.233
O 1.272 0.919 2.717 0.127 -0.132 0.573
H 1.033 1.110 1.818 -0.275 0.054 -1.011
H 1.653 1.751 2.999 0.171 0.138 0.301
```
Forces are in eV/Å.

Properties
2S+1: 1
strongest force on any atom: 2.47 eV/A
molar mass: 120.1 g/mol
E_tot: -11522.3431 eV
SMILES string: CCCCC(=O)O.O
lowest unoccupied orbital energy: 0.02601 Ha
orbital gap: 11.557 eV

---

No. 4
The following is a DFT calculation (wB97M-V/def2-TZVPD) of a molecular structure, C27H25AsF4N10O2RhSe at a distorted geometry.

Structure (XYZ):
```
71
Properties=species:S:1:pos:R:3:forces:R:3
Rh 0.257 1.255 -0.306 -0.032 -0.077 1.455
O 0.382 1.285 1.603 -0.080 -0.015 -0.801
C 4.419 1.641 1.473 -0.031 -0.001 -0.044
As 3.482 0.569 0.197 0.176 -0.097 0.017
C 2.853 -1.013 1.064 -0.091 0.173 -0.028
C 4.607 0.082 -1.268 -0.022 0.018 0.041
O 2.268 1.555 -0.456 -0.246 -0.116 -0.266
H 5.237 1.076 1.919 -0.010 -0.018 -0.015
H 3.704 1.925 2.245 0.035 0.016 0.013
H 4.809 2.530 0.981 -0.009 -0.003 0.000
H 3.699 -1.577 1.452 0.025 -0.003 -0.054
H 2.292 -1.574 0.322 0.134 -0.168 0.157
H 2.189 -0.726 1.877 -0.003 -0.023 -0.006
H 5.435 -0.541 -0.933 -0.011 0.005 0.026
H 4.987 0.989 -1.734 -0.005 -0.010 -0.008
H 3.990 -0.467 -1.978 0.035 -0.001 -0.016
C -0.975 3.803 -1.430 0.155 -0.226 0.103
N -1.148 5.227 -1.496 0.026 0.007 0.044
C 0.132 5.844 -1.860 -0.036 0.001 -0.008
N 1.166 5.525 -0.877 0.005 -0.019 0.046
C 1.352 4.097 -0.813 -0.020 -0.023 0.021
N 0.075 3.390 -0.421 -0.110 -0.049 -0.134
C -0.359 3.965 0.907 -0.032 -0.020 -0.002
N -0.532 5.392 0.837 0.024 -0.010 -0.014
C -1.546 5.713 -0.170 0.015 0.000 -0.014
C 0.735 6.011 0.436 -0.021 -0.010 -0.015
H -0.661 3.412 -2.401 -0.036 0.026 -0.026
H -1.901 3.325 -1.117 -0.037 0.197 -0.035
H 0.003 6.925 -1.906 0.006 -0.002 -0.025
H 0.440 5.480 -2.841 0.000 0.019 -0.007
H 2.104 3.849 -0.069 0.015 0.001 -0.013
H 1.664 3.705 -1.780 0.023 0.009 0.010
H 0.409 3.712 1.638 -0.018 -0.003 0.012
H -1.297 3.481 1.184 0.014 -0.003 0.025
H -1.675 6.794 -0.213 -0.025 -0.005 0.002
H -2.495 5.252 0.111 -0.008 0.016 0.005
H 1.500 5.775 1.177 0.002 0.017 0.003
H 0.604 7.091 0.391 0.017 0.001 0.014
Se -2.807 1.014 -1.895 -0.173 -0.125 -0.098
N -1.808 0.815 -0.409 0.169 0.256 -0.044
C -2.527 0.134 0.484 0.092 -0.017 -0.084
C -2.095 -0.343 1.754 -0.031 -0.019 0.084
C -2.986 -1.020 2.523 0.067 0.032 -0.012
C -4.332 -1.276 2.105 -0.057 -0.006 -0.044
C -4.776 -0.863 0.897 -0.017 -0.027 0.045
C -3.872 -0.158 0.043 -0.037 -0.026 -0.078
N -4.196 0.237 -1.174 0.150 0.000 -0.030
H -1.082 -0.180 2.088 -0.008 0.003 0.002
H -2.668 -1.391 3.488 -0.001 -0.003 0.000
H -4.987 -1.822 2.769 -0.007 0.002 -0.004
H -5.776 -1.055 0.537 -0.007 -0.010 0.027
F 0.580 -3.334 0.895 0.026 0.026 -0.040
C 0.040 -4.377 0.232 -0.003 0.066 -0.005
C 0.248 -5.627 0.746 -0.005 -0.079 0.058
F 0.961 -5.716 1.866 0.029 -0.009 -0.046
C -0.269 -6.791 0.134 0.022 0.113 -0.072
C -1.083 -6.534 -0.993 -0.027 -0.073 0.018
C -1.281 -5.273 -1.497 -0.046 0.057 -0.037
F -2.055 -5.144 -2.576 0.045 -0.006 -0.013
C -0.696 -4.131 -0.934 0.000 -0.167 0.034
C -0.820 -2.816 -1.511 -0.049 0.302 -0.043
C -0.128 -1.722 -1.052 -0.263 -0.131 0.604
N 0.394 -0.757 -0.654 0.251 0.423 -0.667
C -1.644 -2.468 -2.620 0.200 -0.339 -0.209
N -2.245 -2.124 -3.542 -0.128 0.179 0.130
F -1.680 -7.541 -1.616 0.043 0.004 -0.014
C 0.048 -8.104 0.581 -0.002 -0.177 0.128
C -0.448 -9.278 -0.042 -0.089 0.120 -0.164
N -0.832 -10.234 -0.557 0.038 -0.051 0.100
C 0.939 -8.350 1.659 0.017 0.173 0.021
N 1.676 -8.549 2.522 -0.026 -0.094 -0.011
```
Forces are in eV/Å.

Properties
2S+1: 5
strongest force on any atom: 1.46 eV/A
molar mass: 854.3 g/mol
E_tot: -187449.7547 eV
total charge: +1
lowest unoccupied orbital energy (spin up / spin down): -0.15650 / -0.19897 Ha
orbital gap (spin up / spin down): 5.504 / 5.166 eV